Entry 1:
{"formula": "C4H17N3O4", "method": "ωB97M-V/def2-TZVPD", "species": ["C", "N", "C", "C", "O", "N", "C", "N", "H", "H", "H", "H", "H", "H", "H", "H", "H", "H", "H", "O", "H", "H", "O", "H", "H", "O", "H", "H"], "xyz": [[-0.200, 3.148, 1.235], [-1.219, 2.130, 0.972], [-0.773, 0.931, 0.250], [-0.229, -0.092, 1.225], [-0.982, -0.755, 1.928], [1.121, -0.283, 1.352], [2.188, 0.135, 0.449], [3.066, -0.949, 0.141], [-0.623, 4.121, 0.992], [0.161, 3.221, 2.261], [0.714, 2.903, 0.693], [-1.699, 1.875, 1.823], [-1.593, 0.533, -0.356], [0.006, 1.289, -0.423], [1.350, -1.023, 1.997], [2.724, 0.951, 0.942], [1.837, 0.645, -0.440], [3.876, -1.183, 0.683], [3.069, -1.237, -0.818], [-2.621, -0.439, -1.962], [-2.807, 0.462, -2.253], [-1.760, -0.604, -2.383], [-0.034, -0.994, -3.225], [-0.088, -1.703, -3.868], [0.258, -1.366, -2.381], [-0.206, -2.028, -0.777], [-0.882, -2.693, -0.950], [-0.058, -2.124, 0.179]], "lowdin_charge": [-0.1230, -0.0983, -0.1459, -0.5074, 0.0327, 0.0768, -0.2833, 0.0301, 0.0687, 0.0712, 0.0658, 0.1012, 0.0931, 0.0962, 0.1389, 0.1118, 0.1096, 0.0712, 0.0679, -0.0802, 0.0464, -0.0116, -0.0634, 0.0519, -0.0050, -0.0468, 0.0782, 0.0534], "smiles": "CNCC(=O)NCN.O.O.O", "lumo_ha": 0.0179}

***

Entry 2:
{"formula": "C4H17NO4", "method": "ωB97M-V/def2-TZVPD", "species": ["C", "O", "C", "C", "C", "N", "H", "H", "H", "H", "H", "H", "H", "H", "H", "H", "H", "O", "H", "H", "O", "H", "H", "O", "H", "H"], "xyz": [[8.237, 1.990, 8.762], [7.864, 3.028, 9.602], [6.440, 3.249, 9.760], [6.351, 4.459, 10.584], [6.978, 4.447, 11.967], [4.880, 4.735, 10.848], [7.700, 2.141, 7.788], [7.957, 1.041, 9.189], [9.296, 2.043, 8.475], [5.936, 3.362, 8.774], [5.933, 2.425, 10.233], [6.681, 5.255, 9.938], [8.057, 4.429, 11.928], [6.707, 3.604, 12.638], [6.806, 5.396, 12.470], [4.779, 4.562, 11.820], [4.613, 5.724, 10.798], [1.651, 6.326, 8.868], [2.296, 5.681, 8.512], [0.900, 5.829, 9.257], [3.273, 3.582, 8.902], [2.423, 3.378, 9.346], [3.777, 3.934, 9.707], [3.511, 1.069, 7.057], [3.481, 1.713, 7.800], [2.876, 1.393, 6.441]], "lowdin_charge": [-0.1250, -0.1919, -0.2001, -0.3843, -0.0583, 0.0264, 0.0984, 0.0813, 0.0911, 0.1335, 0.1274, 0.1432, 0.0707, 0.1015, 0.0792, 0.0589, 0.1047, -0.0921, 0.0131, 0.0430, -0.1239, 0.0540, 0.0044, -0.0698, 0.0064, 0.0081], "smiles": "COC[C@H](C)N.O.O.O", "lumo_ha": 0.0213}

***

Calculated ΔE to the lowest compared entry with this formula, charge and spin in order - 1.312, 0.647 eV
Calculated Kohn-Sham gap in order - 0.330, 0.387 Ha